Entry 1:
{
  "formula": "C16H30N2O7",
  "method": "ωB97M-V/def2-TZVPD",
  "orbital_gap_ev": 9.576,
  "spin_multiplicity": 1,
  "lumo_energy_ev": 0.57,
  "relative_energy_kj_mol": 86.46,
  "total_energy_ev": -34390.6279,
  "elements": ["C", "O", "C", "C", "C", "C", "C", "O", "O", "C", "O", "C", "C", "N", "C", "C", "C", "O", "N", "C", "C", "O", "C", "C", "O", "H", "H", "H", "H", "H", "H", "H", "H", "H", "H", "H", "H", "H", "H", "H", "H", "H", "H", "H", "H", "H", "H", "H", "H", "H", "H", "H", "H", "H", "H"],
  "coordinates": [[-3.65701, 2.69743, 1.11611], [-4.08897, 2.88908, -0.21817], [-3.04278, 3.06869, -1.15306], [-2.28741, 1.77867, -1.43934], [-3.20600, 0.65541, -1.91354], [-2.46079, -0.63749, -2.21580], [-1.90794, -1.31681, -0.99978], [-1.98584, -0.93808, 0.12420], [-1.28594, -2.51003, -1.31261], [0.09913, -2.60390, -1.05344], [0.61872, -1.33367, -0.85498], [1.63161, -0.90900, -1.77149], [2.28721, 0.34263, -1.20479], [2.45750, 0.24076, 0.23810], [3.32434, 1.25930, 0.83344], [2.54913, 2.35758, 1.55965], [1.69895, 3.20751, 0.62675], [3.44860, 3.24193, 2.22397], [0.29538, -3.45543, 0.11475], [-0.60118, -3.22182, 1.25077], [-0.33518, -2.01709, 2.10649], [-1.50539, -3.96936, 1.42430], [1.60938, -3.85235, 0.31369], [1.95789, -4.44526, 1.65545], [2.42237, -3.77256, -0.57554], [-3.73686, 1.64302, 1.40360], [-4.28735, 3.29635, 1.77734], [-2.61432, 3.01176, 1.24940], [-2.34567, 3.83801, -0.78905], [-3.52117, 3.44673, -2.06135], [-1.75019, 1.46438, -0.53816], [-1.53028, 1.98423, -2.20854], [-3.71775, 0.98313, -2.82580], [-3.98513, 0.46681, -1.17054], [-3.10186, -1.37341, -2.71322], [-1.61866, -0.46089, -2.89780], [0.56834, -3.09580, -1.90483], [2.35318, -1.71348, -1.92809], [1.16271, -0.66219, -2.73447], [3.28216, 0.43575, -1.64908], [1.70695, 1.22543, -1.51867], [1.54332, 0.27834, 0.67613], [4.00008, 0.77791, 1.55269], [3.93863, 1.72738, 0.05734], [1.89334, 1.87221, 2.30123], [0.75989, 2.70659, 0.37566], [2.23279, 3.42539, -0.30251], [1.46458, 4.15463, 1.11511], [3.88202, 2.76914, 2.94350], [-0.00037, -1.17449, 1.50204], [-1.25525, -1.77412, 2.63639], [0.43942, -2.25684, 2.83877], [2.33894, -3.64958, 2.29979], [1.11061, -4.92973, 2.14297], [2.75212, -5.17284, 1.49500]],
  "nbo_charge": [-0.2557, -0.5465, -0.0505, -0.4353, -0.4019, -0.5160, 0.8453, -0.5657, -0.5584, 0.5413, -0.5658, -0.0655, -0.2317, -0.6267, -0.2294, 0.0900, -0.6327, -0.7219, -0.5667, 0.7435, -0.7186, -0.4911, 0.7122, -0.7226, -0.6113, 0.1805, 0.1870, 0.1648, 0.1645, 0.1844, 0.2130, 0.1992, 0.2069, 0.2261, 0.2482, 0.2282, 0.1996, 0.2090, 0.1669, 0.2040, 0.1637, 0.3578, 0.1831, 0.1917, 0.1479, 0.2084, 0.2077, 0.2318, 0.4689, 0.2433, 0.2466, 0.2284, 0.2384, 0.2317, 0.2500]
}

=====

Entry 2:
{
  "formula": "C18H23N5O5S2",
  "method": "ωB97M-V/def2-TZVPD",
  "orbital_gap_ev": 9.116,
  "spin_multiplicity": 1,
  "lumo_energy_ev": 0.33,
  "relative_energy_kj_mol": 0.00,
  "total_energy_ev": -58397.1829,
  "elements": ["C", "C", "C", "C", "C", "C", "C", "H", "H", "N", "C", "O", "C", "H", "H", "S", "C", "N", "N", "C", "O", "N", "C", "C", "C", "H", "H", "H", "H", "H", "H", "H", "H", "S", "O", "O", "N", "C", "H", "C", "O", "C", "C", "H", "H", "H", "H", "H", "H", "H", "H", "H", "H"],
  "coordinates": [[-0.06527, 3.43741, -3.02719], [-0.46780, 2.85315, -1.71010], [-0.87311, 1.53403, -1.55184], [-1.28406, 1.05304, -0.32434], [-1.29047, 1.87378, 0.79711], [-0.85705, 3.19057, 0.66954], [-0.46692, 3.65864, -0.56958], [-0.15136, 4.68709, -0.66532], [-0.83308, 3.83125, 1.53553], [-1.72774, 1.31715, 2.00111], [-1.45951, 1.72440, 3.26707], [-0.93798, 2.76708, 3.57512], [-1.91330, 0.73277, 4.33988], [-2.92168, 0.98463, 4.67266], [-1.22824, 0.79841, 5.18411], [-1.99917, -0.99243, 3.77900], [-0.35328, -1.15291, 3.21742], [0.58772, -0.36610, 3.63510], [1.70920, -0.76562, 2.97750], [1.46999, -1.81607, 2.14486], [2.23335, -2.41053, 1.42297], [0.10109, -2.06161, 2.30301], [-0.54659, -3.07720, 1.54058], [-1.73151, -3.83293, 2.05294], [-1.89308, -2.86487, 0.91719], [-2.05032, -3.23480, -0.08339], [-2.41853, -1.94588, 1.12298], [-2.13978, -3.55165, 3.01173], [-1.77644, -4.89097, 1.84944], [0.21042, -3.60777, 0.97384], [2.58495, -0.29902, 3.14085], [-2.17380, 0.41172, 1.90227], [-1.61484, 0.02716, -0.27258], [-0.79242, 0.24998, -2.81822], [-0.96711, 0.78341, -4.13678], [-1.65285, -0.81808, -2.39854], [0.76511, -0.33304, -2.72568], [1.81496, 0.52124, -3.22985], [1.47772, 0.93387, -4.17970], [3.07404, -0.33125, -3.41102], [3.44863, -0.93059, -2.19475], [2.42580, -1.76641, -1.70315], [1.12887, -0.98140, -1.48656], [0.31470, -1.65112, -1.21325], [1.28277, -0.24065, -0.68491], [2.78027, -2.17196, -0.75451], [2.23573, -2.58157, -2.41567], [3.91719, 0.28739, -3.72303], [2.87948, -1.10313, -4.16962], [2.03287, 1.33448, -2.52039], [-0.56175, 4.39579, -3.16930], [1.00919, 3.61803, -3.05352], [-0.33499, 2.77309, -3.84101]],
  "nbo_charge": [-0.6580, 0.0003, -0.3442, -0.1827, 0.1279, -0.2020, -0.1844, 0.2168, 0.2538, -0.6198, 0.6873, -0.5874, -0.6130, 0.2566, 0.2686, 0.2614, 0.1957, -0.3032, -0.4296, 0.7392, -0.6517, -0.4240, -0.0647, -0.4227, -0.4270, 0.2378, 0.2146, 0.2215, 0.2299, 0.2574, 0.4258, 0.4055, 0.2341, 2.3349, -0.9371, -0.9472, -0.6689, -0.2649, 0.2371, -0.0708, -0.5185, -0.0869, -0.2667, 0.2334, 0.1839, 0.2381, 0.1628, 0.1980, 0.1701, 0.1818, 0.2243, 0.2195, 0.2571]
}

=====

Entry 3:
{
  "formula": "C9H20F2N3O8PS3",
  "method": "ωB97M-V/def2-TZVPD",
  "orbital_gap_ev": 6.701,
  "spin_multiplicity": 1,
  "lumo_energy_ev": -2.76,
  "total_energy_ev": -77735.2228,
  "elements": ["C", "O", "C", "C", "C", "C", "C", "C", "C", "N", "N", "C", "S", "P", "O", "O", "O", "H", "H", "H", "H", "H", "H", "H", "H", "H", "H", "H", "H", "H", "H", "H", "H", "H", "H", "H", "H", "N", "S", "O", "O", "F", "S", "O", "O", "F"],
  "coordinates": [[6.05573, -0.64959, -0.54418], [5.17825, 0.31392, 0.00137], [4.06857, 0.56245, -0.85320], [3.00184, 1.27891, -0.02956], [1.56383, 0.81055, -0.30752], [0.87954, 1.76580, -1.33407], [-0.04829, 1.04384, -2.34278], [-1.54239, 1.20046, -2.07288], [-2.02001, 0.63240, -0.72469], [-3.35706, -0.06296, -0.91520], [-3.22435, -1.51727, -0.88492], [-3.14252, -2.05644, -2.00295], [-2.73635, -2.89384, -3.21727], [-4.55388, 0.41708, 0.36307], [-4.59456, 1.85349, 0.51468], [-4.21244, -0.37798, 1.64440], [-5.94733, -0.12578, -0.20508], [6.99097, -0.56480, 0.00442], [5.68067, -1.66736, -0.40628], [6.23225, -0.43089, -1.60120], [4.43607, 1.18580, -1.67872], [3.71253, -0.38717, -1.26873], [3.09044, 2.35712, -0.15035], [3.22596, 1.06603, 1.01468], [1.02314, 0.93366, 0.62314], [1.50910, -0.21967, -0.65090], [1.69756, 2.17928, -1.92542], [0.39928, 2.60715, -0.83580], [0.13632, 1.48334, -3.32346], [0.24412, -0.00480, -2.39212], [-2.07090, 0.68811, -2.88968], [-1.84263, 2.24466, -2.14643], [-2.16667, 1.45752, -0.03079], [-1.31503, -0.04256, -0.24596], [-3.77561, 0.25202, -1.79602], [-3.68543, -1.19394, 1.45090], [-5.86206, -0.53163, -1.07645], [-0.12550, -2.34604, 3.31203], [0.54480, -1.54240, 4.51838], [-0.34016, -1.21762, 5.58484], [1.51776, -0.57579, 4.13268], [1.40782, -2.73182, 5.10147], [-1.14982, -1.52349, 2.48887], [-1.97124, -2.33672, 1.62230], [-0.69899, -0.29101, 1.91067], [-2.21332, -1.04199, 3.56473]],
  "nbo_charge": [-0.2490, -0.5410, -0.0568, -0.4275, -0.4040, -0.4065, -0.3930, -0.4148, -0.2646, -0.5051, -0.3606, 0.1338, 0.3229, 2.4654, -1.0350, -0.9546, -0.9477, 0.1935, 0.1685, 0.1605, 0.1596, 0.1556, 0.2011, 0.2429, 0.2385, 0.1931, 0.2042, 0.2062, 0.2157, 0.2037, 0.1853, 0.2263, 0.2675, 0.2890, 0.4334, 0.5572, 0.5011, -1.1973, 2.5082, -0.9165, -0.9214, -0.4928, 2.5202, -0.9920, -0.9721, -0.5012]
}

=====

Entry 4:
{
  "formula": "C29H20ClF3N2O4PRbS6",
  "method": "ωB97M-V/def2-TZVPD",
  "orbital_gap_ev": 4.603,
  "charge": -2,
  "spin_multiplicity": 1,
  "lumo_energy_ev": 3.70,
  "relative_energy_kj_mol": 32.88,
  "total_energy_ev": -137204.9225,
  "elements": ["Rb", "Cl", "C", "C", "C", "C", "C", "C", "P", "C", "C", "C", "C", "C", "C", "C", "C", "C", "C", "C", "C", "H", "H", "H", "H", "H", "H", "H", "H", "H", "H", "H", "H", "H", "H", "O", "C", "S", "C", "C", "S", "S", "S", "N", "C", "N", "C", "C", "C", "C", "C", "C", "S", "H", "H", "H", "H", "H", "H", "F", "C", "F", "F", "S", "O", "O", "O"],
  "coordinates": [[-1.16596, -1.58307, -0.17134], [2.27959, -0.90823, 0.13581], [3.13995, 0.59047, -0.01965], [4.51789, 0.55397, 0.13519], [5.25455, 1.72150, 0.02605], [4.60142, 2.91622, -0.23922], [3.22395, 2.93457, -0.40112], [2.45367, 1.77382, -0.30345], [0.60815, 1.75599, -0.35990], [0.27593, 1.15530, -2.06235], [1.23155, 0.60578, -2.91185], [0.87252, 0.14080, -4.16959], [-0.44202, 0.23189, -4.59545], [-1.40282, 0.77784, -3.75512], [-1.05625, 1.22800, -2.49022], [0.24982, 3.54191, -0.58660], [0.47906, 4.22592, -1.78064], [0.18750, 5.57685, -1.88715], [-0.34626, 6.26068, -0.80047], [-0.59646, 5.58347, 0.38332], [-0.30654, 4.22855, 0.48749], [4.99566, -0.39390, 0.34359], [6.32958, 1.69554, 0.15216], [5.16311, 3.83862, -0.32254], [2.73105, 3.87591, -0.60300], [2.26200, 0.52445, -2.58883], [1.62117, -0.31676, -4.80382], [-0.72477, -0.14526, -5.57035], [-2.43657, 0.83308, -4.07331], [-1.81427, 1.60987, -1.81076], [0.88039, 3.68981, -2.63353], [0.36612, 6.09550, -2.82177], [-0.58576, 7.31396, -0.88524], [-1.04584, 6.10063, 1.22177], [-0.55671, 3.68423, 1.39036], [-7.88783, 2.28131, 1.22604], [-6.81201, 1.70939, 1.21662], [-6.59080, -0.02166, 1.39735], [-4.82291, -0.10292, 1.26226], [-4.20665, 1.08675, 1.08799], [-2.50228, 1.43046, 0.91537], [-5.26189, 2.50912, 1.02117], [-4.14978, -1.70092, 1.38874], [-1.86829, -0.36155, 3.62612], [-1.45896, -1.64241, 3.68565], [-0.63974, -2.22604, 2.86486], [-0.36766, -3.51910, 3.26560], [0.45039, -4.41311, 2.57638], [0.62890, -5.68879, 3.08464], [0.00568, -6.09184, 4.26628], [-0.82205, -5.21704, 4.95642], [-0.99992, -3.94040, 4.44786], [-1.98178, -2.63653, 5.05435], [-1.81286, 0.10312, 2.70891], [-2.76729, -0.17983, 4.04596], [0.90351, -4.11043, 1.64090], [1.25263, -6.38975, 2.54376], [0.15576, -7.09679, 4.64133], [-1.32297, -5.52747, 5.86504], [2.45481, -2.21751, -2.78966], [2.16282, -3.51183, -2.97483], [2.02929, -3.70465, -4.29928], [3.23216, -4.22110, -2.57582], [0.63555, -4.02491, -2.06845], [-0.38205, -3.15084, -2.62807], [0.53787, -5.42371, -2.39904], [0.96394, -3.71692, -0.68294]],
  "nbo_charge": [0.9065, 0.0474, -0.0212, -0.2367, -0.2112, -0.2485, -0.1335, -0.3759, 0.8772, -0.2583, -0.2479, -0.1978, -0.2124, -0.2124, -0.2493, -0.3560, -0.2154, -0.2205, -0.2168, -0.2379, -0.1056, 0.2248, 0.2044, 0.2027, 0.2150, 0.2150, 0.2084, 0.2035, 0.2120, 0.2628, 0.2196, 0.1998, 0.1995, 0.2084, 0.2378, -0.6507, 0.1516, 0.2856, -0.3865, -0.4223, -0.5749, 0.2741, -0.5499, -0.8175, 0.3391, -0.5706, 0.2129, -0.2467, -0.2194, -0.2526, -0.2159, -0.2574, 0.2898, 0.4422, 0.3951, 0.2527, 0.2063, 0.1957, 0.2016, -0.3318, 0.6793, -0.3360, -0.3347, 2.3533, -1.0030, -0.9744, -1.0222]
}

=====

Entry 5:
{
  "formula": "C24H51Br2O15PS2",
  "method": "ωB97M-V/def2-TZVPD",
  "orbital_gap_ev": 9.096,
  "spin_multiplicity": 1,
  "lumo_energy_ev": -0.10,
  "total_energy_ev": -227465.5225,
  "elements": ["C", "C", "C", "C", "C", "O", "Br", "O", "S", "O", "O", "O", "C", "S", "P", "O", "Br", "H", "H", "H", "H", "H", "H", "H", "H", "H", "C", "O", "C", "C", "O", "C", "C", "O", "C", "H", "H", "H", "H", "H", "H", "H", "H", "H", "H", "H", "H", "H", "H", "C", "O", "C", "C", "O", "C", "C", "O", "C", "H", "H", "H", "H", "H", "H", "H", "H", "H", "H", "H", "H", "H", "H", "C", "O", "C", "C", "O", "C", "C", "O", "C", "H", "H", "H", "H", "H", "H", "H", "H", "H", "H", "H", "H", "H", "H"],
  "coordinates": [[-0.47099, -0.38786, 0.63858], [-0.41126, -0.62089, -0.88570], [-1.33385, 0.27824, -1.75508], [-2.76191, 0.08976, -1.23245], [-3.85421, 0.83313, -2.01914], [-4.35864, 1.75621, -1.50123], [-4.43913, 0.40690, -3.82427], [-1.29218, -0.33893, -3.09138], [0.09428, 0.21534, -3.75143], [1.18429, -0.68929, -3.62506], [-0.02135, 0.61744, -5.10447], [0.48579, 1.39000, -2.63755], [-0.81507, 1.69082, -2.03450], [-1.65313, 2.69383, -3.35430], [-0.39078, 2.85300, -0.59682], [0.64016, 3.95538, -1.28621], [-2.17715, 4.05338, -0.01223], [-0.08959, 0.59237, 0.93098], [0.21484, -1.11849, 1.09075], [-1.44862, -0.60285, 1.08165], [-0.69634, -1.65825, -1.09642], [0.64112, -0.55107, -1.17634], [-2.97864, -0.98466, -1.33060], [-2.89900, 0.32982, -0.17859], [-0.62924, 3.33916, -3.96277], [0.10264, 4.51192, -1.88442], [-8.87650, -3.51743, 1.69689], [-7.95279, -2.75506, 2.44245], [-6.62534, -3.23074, 2.29577], [-5.63315, -2.16806, 2.71855], [-5.38708, -1.19214, 1.71176], [-6.41100, -0.22455, 1.50212], [-6.47803, 0.82320, 2.59293], [-7.20800, 0.33223, 3.70585], [-7.00269, 1.11715, 4.85955], [-8.85528, -4.56892, 2.00450], [-9.87070, -3.11451, 1.87991], [-8.66098, -3.44095, 0.62471], [-6.43612, -3.51271, 1.25267], [-6.50817, -4.11623, 2.93518], [-4.66920, -2.65693, 2.88074], [-5.92114, -1.69927, 3.66098], [-7.37753, -0.70323, 1.33674], [-6.12431, 0.26876, 0.56992], [-6.99934, 1.71189, 2.21244], [-5.46199, 1.10015, 2.90001], [-5.95046, 1.08550, 5.16511], [-7.60867, 0.69971, 5.66178], [-7.30854, 2.15506, 4.68623], [3.96410, 2.77265, -1.64532], [5.10125, 3.60554, -1.71563], [5.80816, 3.44043, -2.93393], [6.72448, 4.62089, -3.17826], [6.05570, 5.75087, -3.72796], [5.24942, 6.50152, -2.82792], [6.05299, 7.36422, -1.87640], [6.51938, 6.59439, -0.77975], [7.54323, 7.25374, -0.06942], [4.24779, 1.71779, -1.73688], [3.48716, 2.93075, -0.67960], [3.24771, 3.03684, -2.43141], [5.10539, 3.34486, -3.77056], [6.40579, 2.52169, -2.85895], [7.45294, 4.32616, -3.93754], [7.28261, 4.88978, -2.27986], [4.54966, 5.85785, -2.29169], [4.65951, 7.16716, -3.46264], [5.41174, 8.16388, -1.48040], [6.89996, 7.80971, -2.41214], [8.41935, 7.40771, -0.70993], [7.83323, 6.62017, 0.76709], [7.19265, 8.21688, 0.31898], [2.04871, -7.68442, 3.00622], [1.76479, -6.59907, 2.15140], [1.14502, -5.52505, 2.83902], [1.25974, -4.24552, 2.03679], [2.51832, -3.59843, 2.17964], [3.61106, -4.18885, 1.48147], [3.57733, -3.93175, -0.01045], [2.70091, -4.84413, -0.65133], [2.36822, -4.42208, -1.95661], [1.13384, -8.06303, 3.47597], [2.49384, -8.47681, 2.40755], [2.76610, -7.38669, 3.77987], [1.61225, -5.38267, 3.82096], [0.08448, -5.77686, 2.97761], [0.52971, -3.53608, 2.43633], [1.01486, -4.40702, 0.98504], [3.69413, -5.25390, 1.70352], [4.50205, -3.70177, 1.88400], [4.58275, -4.07603, -0.42887], [3.25138, -2.90087, -0.19682], [1.83044, -3.46744, -1.92351], [1.71515, -5.17250, -2.39897], [3.26572, -4.32186, -2.57651]],
  "lowdin_charge": [-0.0776, -0.1622, -0.4786, -0.0741, -0.8309, 0.0018, 0.7442, -0.1812, 0.6108, -0.2331, -0.2228, -0.2800, -0.8300, 0.7935, 0.5704, -0.3602, 0.3341, 0.0361, 0.0742, 0.0745, 0.1347, 0.1111, 0.1468, 0.1275, -0.0733, 0.0367, -0.1110, -0.2001, -0.2062, -0.1803, -0.1444, -0.1737, -0.2017, -0.1999, -0.1117, 0.0879, 0.0882, 0.0884, 0.1283, 0.1279, 0.1252, 0.1236, 0.1249, 0.1181, 0.1298, 0.1291, 0.0880, 0.0881, 0.0880, -0.1111, -0.1989, -0.2043, -0.1803, -0.1311, -0.1817, -0.2060, -0.2009, -0.1141, 0.0906, 0.0854, 0.0805, 0.1297, 0.1274, 0.1265, 0.1220, 0.1218, 0.1257, 0.1266, 0.1290, 0.0880, 0.0875, 0.0870, -0.1120, -0.2000, -0.2054, -0.1884, -0.1336, -0.1774, -0.2044, -0.2009, -0.1018, 0.0874, 0.0880, 0.0885, 0.1296, 0.1270, 0.1201, 0.1219, 0.1225, 0.1269, 0.1282, 0.1272, 0.0789, 0.0890, 0.0907]
}